Entry 1:
Computed, not measured: an isolated molecule of C19H21FN4O2, with wB97M-V/def2-TZVPD.

Values from the calculation:
- Energy above the lowest of the compared OMol25 structures with the same formula, charge and spin: 193.5 kJ/mol
- Total energy: -32813.08170 eV
- HOMO-LUMO gap: 0.2986 Ha
- SMILES string: CCCN(c1ccncc1F)n1cc(C)c2cc(OC(=O)NC)ccc21
- E_HOMO: -7.4 eV
- LUMO level: 0.732 eV

Last column: natural (NBO) charge in e.
Atoms and positions in Å:
C: 1.007 4.362 3.208  -0.6104
C: 1.378 4.117 1.690  -0.4229
C: 2.132 2.793 1.723  -0.2167
N: 2.258 2.227 0.362  -0.2643
C: 2.527 3.037 -0.787  0.1216
C: 1.706 2.981 -1.826  -0.2923
C: 1.700 3.886 -2.824  0.0333
N: 2.541 4.928 -2.896  -0.4128
C: 3.478 4.990 -1.855  -0.0389
C: 3.484 4.044 -0.828  0.3129
F: 4.416 4.147 0.136  -0.3182
N: 1.715 0.929 0.150  -0.2061
C: 2.353 0.099 -0.800  -0.0322
C: 1.781 -1.124 -0.657  -0.0786
C: 2.154 -2.370 -1.302  -0.6336
C: 0.781 -1.058 0.384  -0.0961
C: -0.218 -1.976 0.673  -0.2215
C: -1.208 -1.588 1.645  0.2705
O: -2.140 -2.488 2.138  -0.5148
C: -2.638 -3.568 1.444  0.8822
O: -2.278 -4.022 0.401  -0.6346
N: -3.572 -4.262 2.090  -0.6221
C: -4.254 -5.309 1.510  -0.4046
C: -1.238 -0.257 2.103  -0.2422
C: -0.363 0.669 1.656  -0.2733
C: 0.677 0.296 0.802  0.1879
H: 0.396 5.244 3.411  0.2205
H: 1.896 4.341 3.880  0.2120
H: 0.479 3.399 3.375  0.1969
H: 0.593 4.147 0.898  0.2152
H: 2.001 4.989 1.395  0.2087
H: 1.778 2.059 2.335  0.2165
H: 3.117 3.090 2.119  0.2059
H: 0.871 2.295 -1.959  0.2410
H: 0.915 3.928 -3.680  0.2055
H: 4.160 5.847 -1.779  0.2156
H: 3.206 0.352 -1.302  0.2190
H: 3.318 -2.351 -1.446  0.2193
H: 1.595 -2.589 -2.309  0.2268
H: 1.952 -3.217 -0.608  0.2202
H: 0.036 -2.981 0.291  0.2431
H: -3.731 -4.146 3.133  0.3983
H: -5.012 -5.759 2.163  0.2032
H: -3.471 -5.999 1.361  0.2067
H: -4.795 -4.890 0.635  0.2070
H: -2.099 -0.104 2.737  0.2282
H: -0.511 1.732 1.881  0.2181

=====

Entry 2:
Computed, not measured: a structure of composition C19H21HgN, with wB97M-V/def2-TZVPD.

Values from the calculation:
- Energy above the lowest of the compared OMol25 structures with the same formula, charge and spin: 245.4 kJ/mol
- Total energy: -25703.45405 eV
- HOMO-LUMO gap: 0.2656 Ha
- E_HOMO: -7.3 eV
- LUMO level: -0.052 eV

Last column: natural (NBO) charge in e.
Atoms and positions in Å:
C: 0.716 -1.134 -3.188  -0.2069
C: 0.557 2.281 -3.579  -0.1857
C: -0.289 -0.925 -4.106  -0.2046
H: 1.170 -2.223 -3.051  0.2102
C: -0.572 2.230 -2.859  -0.1983
H: 0.880 3.271 -3.940  0.2002
H: -0.316 -1.498 -5.051  0.2043
H: -1.128 3.119 -2.520  0.2075
C: -1.462 -0.053 -3.738  -0.4372
H: -2.395 -0.671 -3.556  0.2262
H: -1.598 0.514 -4.688  0.2068
C: 1.635 0.019 -2.812  -0.4626
H: 2.667 -0.400 -2.812  0.2268
H: 1.422 0.462 -1.828  0.2127
C: 1.539 1.168 -3.862  -0.4477
H: 1.405 0.783 -4.901  0.2230
H: 2.524 1.662 -3.854  0.2113
C: -1.258 0.936 -2.505  -0.4673
H: -2.297 1.130 -2.179  0.2154
H: -0.761 0.380 -1.683  0.2298
Hg: 0.485 -1.477 0.463  1.1416
H: 0.253 -1.521 -1.174  -0.4066
C: 2.504 1.881 3.010  -0.2749
C: 1.846 1.744 4.248  -0.1457
C: 0.799 0.811 4.328  -0.2350
C: 0.515 -0.035 3.232  0.1949
N: 1.182 0.102 2.063  -0.5488
C: 2.100 1.075 1.939  0.0602
C: -0.583 -1.015 3.268  -0.0602
C: -1.432 -1.136 4.408  -0.1978
C: -2.506 -2.016 4.390  -0.2412
C: -2.775 -2.748 3.226  -0.1972
C: -1.937 -2.618 2.078  -0.2425
C: -0.827 -1.779 2.140  -0.5198
H: 3.302 2.604 2.871  0.2264
H: 2.112 2.366 5.114  0.2255
H: 0.193 0.745 5.229  0.2201
H: 2.518 1.209 0.943  0.2062
H: -1.237 -0.520 5.283  0.1953
H: -3.121 -2.134 5.292  0.2146
H: -3.641 -3.413 3.192  0.2098
H: -2.188 -3.176 1.167  0.2112

=====

Entry 3:
Computed, not measured: a cluster of 2 separate species, C19H21N2O3 in total, with wB97M-V/def2-TZVPD.

Values from the calculation:
- Energy above the lowest of the compared OMol25 structures with the same formula, charge and spin: 58.2 kJ/mol
- Total energy: -29157.27840 eV
- HOMO-LUMO gap: 0.2404 Ha
- E_HOMO: -11.9 eV
- LUMO level: -5.392 eV
- Charge: +1

Last column: natural (NBO) charge in e.
Atoms and positions in Å:
C: 4.976 2.652 1.020  -0.6274
C: 4.834 1.162 1.135  -0.0742
O: 3.477 0.827 0.752  -0.5221
C: 3.249 -0.508 0.814  0.7532
C: 1.882 -0.860 0.423  -0.4124
N: 1.605 -2.162 0.636  0.1159
N: 1.261 -3.242 0.830  0.1231
O: 4.080 -1.334 1.178  -0.5975
H: 5.998 2.936 1.263  0.2310
H: 4.759 2.997 0.007  0.2119
H: 4.312 3.166 1.718  0.2097
H: 5.532 0.655 0.463  0.1989
H: 5.011 0.832 2.163  0.1997
H: 1.119 -0.098 0.657  0.2545
C: -3.568 -5.227 -1.988  -0.2659
O: -2.503 -4.589 -2.739  -0.4518
C: -1.965 -3.448 -2.226  0.4187
C: -1.001 -2.785 -3.029  -0.2636
C: -0.439 -1.613 -2.596  -0.0862
C: -0.786 -1.037 -1.338  -0.2402
C: -0.140 0.168 -0.941  0.0967
C: -0.709 1.215 -0.146  -0.1240
C: 0.114 2.325 0.222  -0.1277
C: -0.374 3.320 1.047  -0.2200
C: -1.678 3.258 1.560  0.1087
C: -2.163 4.293 2.521  -0.6554
C: -2.526 2.231 1.130  -0.2351
C: -2.078 1.251 0.260  -0.1187
C: -1.786 -1.692 -0.564  -0.0467
C: -2.366 -2.871 -0.990  -0.3367
H: -3.807 -6.115 -2.571  0.2265
H: -3.231 -5.511 -0.982  0.1932
H: -4.444 -4.569 -1.913  0.1936
H: -0.745 -3.234 -3.988  0.2558
H: 0.304 -1.100 -3.209  0.2340
H: 0.841 0.380 -1.383  0.2452
H: 1.132 2.373 -0.178  0.2389
H: 0.260 4.170 1.303  0.2368
H: -3.040 3.929 3.064  0.2336
H: -1.372 4.555 3.232  0.2414
H: -2.460 5.232 2.035  0.2538
H: -3.561 2.217 1.471  0.2360
H: -2.772 0.507 -0.138  0.2272
H: -2.087 -1.301 0.407  0.2222
H: -3.144 -3.357 -0.391  0.2454

=====

Entry 4:
Computed, not measured: an isolated molecule of C19H21N3O3S, with wB97M-V/def2-TZVPD.

Values from the calculation:
- Energy above the lowest of the compared OMol25 structures with the same formula, charge and spin: 125.3 kJ/mol
- Total energy: -41493.17388 eV
- HOMO-LUMO gap: 0.3086 Ha
- SMILES string: CCOC(=O)c1sc2nc(C)nc(NCc3ccccc3OC)c2c1C
- E_HOMO: -8.0 eV
- LUMO level: 0.383 eV

Last column: natural (NBO) charge in e.
Atoms and positions in Å:
C: 7.315 0.406 -1.053  -0.6223
C: 6.181 1.263 -0.522  -0.0679
O: 5.026 0.439 -0.386  -0.5136
C: 3.917 1.034 0.074  0.7757
O: 3.869 2.209 0.366  -0.6103
C: 2.820 0.079 0.163  -0.3395
S: 3.142 -1.564 -0.346  0.4546
C: 1.511 -2.005 0.029  0.0885
N: 1.036 -3.229 -0.147  -0.5206
C: -0.234 -3.402 0.180  0.4607
C: -0.811 -4.764 -0.013  -0.6479
N: -1.044 -2.467 0.660  -0.5627
C: -0.584 -1.232 0.848  0.4794
N: -1.419 -0.332 1.392  -0.5717
C: -2.839 -0.572 1.518  -0.2445
C: -3.589 -0.113 0.292  -0.1019
C: -4.308 -1.004 -0.484  -0.1718
C: -4.991 -0.578 -1.612  -0.2371
C: -4.949 0.756 -1.970  -0.1885
C: -4.225 1.664 -1.214  -0.3211
C: -3.539 1.238 -0.085  0.3730
O: -2.783 2.055 0.715  -0.5350
C: -2.749 3.434 0.432  -0.2532
C: 0.769 -0.917 0.529  -0.2409
C: 1.534 0.281 0.601  0.0718
C: 1.026 1.599 1.084  -0.6692
H: 8.209 1.012 -1.166  0.2162
H: 7.519 -0.409 -0.364  0.2143
H: 7.044 -0.015 -2.017  0.2142
H: 6.427 1.692 0.456  0.1885
H: 5.948 2.088 -1.205  0.1883
H: -0.035 -5.442 -0.354  0.2303
H: -1.234 -5.120 0.924  0.2268
H: -1.612 -4.720 -0.748  0.2271
H: -1.150 0.639 1.381  0.4148
H: -2.981 -1.642 1.665  0.2446
H: -3.193 -0.021 2.396  0.2115
H: -4.330 -2.044 -0.197  0.2176
H: -5.550 -1.284 -2.206  0.2150
H: -5.477 1.102 -2.845  0.2146
H: -4.202 2.699 -1.517  0.2186
H: -2.130 3.879 1.209  0.2018
H: -3.748 3.877 0.469  0.1819
H: -2.298 3.633 -0.546  0.1795
H: 1.823 2.335 1.037  0.2722
H: 0.685 1.519 2.116  0.2217
H: 0.201 1.942 0.459  0.2166

=====

Entry 5:
Computed, not measured: an isolated molecule of C19H21N5O3S, with wB97M-V/def2-TZVPD.

Values from the calculation:
- Energy above the lowest of the compared OMol25 structures with the same formula, charge and spin: 318.1 kJ/mol
- Total energy: -44471.31703 eV
- HOMO-LUMO gap: 0.3042 Ha
- SMILES string: CCOc1cccc(-c2nnc(SCC(=O)Nc3cccc(OC)c3)n2N)c1
- E_HOMO: -8.0 eV
- LUMO level: 0.233 eV

Last column: natural (NBO) charge in e.
Atoms and positions in Å:
C: 1.628 4.683 -3.325  -0.6176
C: 1.669 3.557 -2.304  -0.0626
O: 2.232 4.076 -1.113  -0.4964
C: 2.365 3.259 -0.040  0.3161
C: 2.923 3.838 1.105  -0.2342
C: 3.095 3.089 2.250  -0.1951
C: 2.721 1.756 2.291  -0.2425
C: 2.167 1.173 1.157  -0.0063
C: 1.741 -0.209 1.110  0.2988
N: 1.291 -0.795 0.030  -0.2813
N: 0.960 -2.061 0.317  -0.3603
C: 1.195 -2.255 1.589  0.1679
S: 0.903 -3.683 2.533  0.2782
C: 0.143 -4.774 1.288  -0.6025
C: -1.323 -4.408 1.027  0.6646
O: -2.227 -5.012 1.561  -0.6028
N: -1.436 -3.378 0.163  -0.6332
C: -2.582 -2.670 -0.214  0.1678
C: -3.874 -3.124 0.007  -0.2726
C: -4.938 -2.339 -0.407  -0.1726
C: -4.732 -1.124 -1.025  -0.2823
C: -3.431 -0.663 -1.243  0.3159
O: -3.315 0.553 -1.846  -0.4932
C: -2.025 1.075 -2.056  -0.2549
C: -2.359 -1.444 -0.842  -0.3162
N: 1.705 -1.116 2.149  -0.2122
N: 2.075 -0.936 3.475  -0.6256
C: 1.991 1.925 -0.009  -0.3039
H: 2.634 5.051 -3.512  0.2150
H: 1.025 5.504 -2.948  0.2146
H: 1.201 4.322 -4.255  0.2143
H: 0.654 3.183 -2.109  0.1702
H: 2.282 2.726 -2.678  0.1752
H: 3.210 4.877 1.065  0.2233
H: 3.527 3.548 3.126  0.2156
H: 2.854 1.177 3.189  0.2354
H: 0.753 -4.717 0.388  0.2483
H: 0.193 -5.769 1.730  0.2604
H: -0.561 -2.929 -0.126  0.4380
H: -4.037 -4.068 0.499  0.2476
H: -5.947 -2.686 -0.241  0.2139
H: -5.557 -0.508 -1.346  0.2215
H: -1.438 0.440 -2.728  0.1775
H: -2.175 2.049 -2.520  0.1963
H: -1.483 1.200 -1.113  0.1793
H: -1.340 -1.121 -0.995  0.2211
H: 2.807 -1.600 3.725  0.3725
H: 1.275 -1.102 4.085  0.3754
H: 1.563 1.428 -0.863  0.2436

=====

> Among the records above, which one has the highest total energy?

C19H21HgN

=====

Please write out number 3 again, unchanged.
Computed, not measured: a cluster of 2 separate species, C19H21N2O3 in total, with wB97M-V/def2-TZVPD.

Values from the calculation:
- Energy above the lowest of the compared OMol25 structures with the same formula, charge and spin: 58.2 kJ/mol
- Total energy: -29157.27840 eV
- HOMO-LUMO gap: 0.2404 Ha
- E_HOMO: -11.9 eV
- LUMO level: -5.392 eV
- Charge: +1

Last column: natural (NBO) charge in e.
Atoms and positions in Å:
C: 4.976 2.652 1.020  -0.6274
C: 4.834 1.162 1.135  -0.0742
O: 3.477 0.827 0.752  -0.5221
C: 3.249 -0.508 0.814  0.7532
C: 1.882 -0.860 0.423  -0.4124
N: 1.605 -2.162 0.636  0.1159
N: 1.261 -3.242 0.830  0.1231
O: 4.080 -1.334 1.178  -0.5975
H: 5.998 2.936 1.263  0.2310
H: 4.759 2.997 0.007  0.2119
H: 4.312 3.166 1.718  0.2097
H: 5.532 0.655 0.463  0.1989
H: 5.011 0.832 2.163  0.1997
H: 1.119 -0.098 0.657  0.2545
C: -3.568 -5.227 -1.988  -0.2659
O: -2.503 -4.589 -2.739  -0.4518
C: -1.965 -3.448 -2.226  0.4187
C: -1.001 -2.785 -3.029  -0.2636
C: -0.439 -1.613 -2.596  -0.0862
C: -0.786 -1.037 -1.338  -0.2402
C: -0.140 0.168 -0.941  0.0967
C: -0.709 1.215 -0.146  -0.1240
C: 0.114 2.325 0.222  -0.1277
C: -0.374 3.320 1.047  -0.2200
C: -1.678 3.258 1.560  0.1087
C: -2.163 4.293 2.521  -0.6554
C: -2.526 2.231 1.130  -0.2351
C: -2.078 1.251 0.260  -0.1187
C: -1.786 -1.692 -0.564  -0.0467
C: -2.366 -2.871 -0.990  -0.3367
H: -3.807 -6.115 -2.571  0.2265
H: -3.231 -5.511 -0.982  0.1932
H: -4.444 -4.569 -1.913  0.1936
H: -0.745 -3.234 -3.988  0.2558
H: 0.304 -1.100 -3.209  0.2340
H: 0.841 0.380 -1.383  0.2452
H: 1.132 2.373 -0.178  0.2389
H: 0.260 4.170 1.303  0.2368
H: -3.040 3.929 3.064  0.2336
H: -1.372 4.555 3.232  0.2414
H: -2.460 5.232 2.035  0.2538
H: -3.561 2.217 1.471  0.2360
H: -2.772 0.507 -0.138  0.2272
H: -2.087 -1.301 0.407  0.2222
H: -3.144 -3.357 -0.391  0.2454